Formula: C42H60BCrN10O
Source: OMol25
Level of theory: the ωB97M-V functional and the def2-TZVPD basis

Summary:
Calculated total energy: -3328.54309 Ha
Net charge: +1
Spin multiplicity: 3
Energy above the lowest of the compared OMol25 structures with the same formula, charge and spin: 0.0 kJ/mol
E_HOMO (spin up / spin down): -9.62 / -8.46 eV

Each line ends with the Mulliken charge.
Geometry (Å):
Cr -0.084 -0.836 -0.736  0.628
C -3.468 -1.945 2.725  -1.646
C -3.313 -1.304 1.345  2.402
C -4.713 -0.931 0.845  -1.672
C -2.450 -0.075 1.418  -0.860
C -2.750 1.047 2.183  -1.257
C -1.737 1.949 1.931  0.590
C -1.635 3.323 2.534  1.225
C -1.348 3.204 4.029  -1.340
C -2.944 4.079 2.302  -1.641
N -0.886 1.382 1.071  0.540
N -1.306 0.114 0.748  0.639
B 0.424 1.952 0.496  0.544
N 1.585 1.021 0.910  0.914
N 1.586 -0.203 0.317  0.981
C 2.705 -0.819 0.685  -1.219
C 3.435 0.018 1.521  -1.432
C 2.690 1.170 1.657  0.085
C 3.089 2.234 2.653  0.416
C 2.725 1.703 4.049  -1.488
C 2.594 3.659 2.504  -1.456
C 3.135 -2.184 0.233  2.352
C 4.366 -2.060 -0.662  -1.787
C 3.447 -3.094 1.415  -1.561
N 0.320 2.008 -1.050  0.219
N -0.230 0.939 -1.705  0.681
C -0.408 1.295 -2.964  -0.326
C 0.042 2.594 -3.155  -1.220
C 0.506 3.012 -1.934  0.343
C 1.226 4.310 -1.695  0.231
C 0.559 5.253 -0.699  -1.458
C 2.695 4.024 -1.365  -1.084
C -1.064 0.421 -4.000  2.321
C -0.215 0.327 -5.255  -1.550
C -2.463 0.969 -4.302  -1.782
H -4.021 -2.880 2.659  0.466
H -2.508 -2.139 3.198  0.264
H -4.022 -1.280 3.380  0.388
H -2.857 -2.028 0.660  -1.104
H -5.211 -0.291 1.573  0.409
H -4.704 -0.383 -0.095  0.277
H -5.326 -1.824 0.728  0.422
H -3.600 1.195 2.814  0.689
H -0.822 3.871 2.056  -0.653
H -2.129 2.634 4.534  0.361
H -0.400 2.698 4.221  0.117
H -1.322 4.196 4.486  0.450
H -3.776 3.582 2.790  0.307
H -2.881 5.092 2.690  0.470
H -3.184 4.132 1.242  0.370
H 0.604 3.043 0.912  -0.838
H 4.378 -0.186 1.989  0.715
H 4.178 2.252 2.572  0.531
H 1.642 1.602 4.124  0.195
H 3.154 0.721 4.240  0.385
H 3.052 2.393 4.822  0.442
H 1.531 3.739 2.709  0.079
H 3.106 4.281 3.238  0.587
H 2.791 4.090 1.524  0.209
H 2.318 -2.641 -0.342  -0.925
H 5.256 -1.842 -0.070  0.414
H 4.541 -2.983 -1.214  0.432
H 4.268 -1.254 -1.383  0.300
H 4.179 -2.642 2.084  0.340
H 2.563 -3.308 2.021  0.174
H 3.855 -4.045 1.075  0.447
H 0.044 3.173 -4.057  0.583
H 1.193 4.788 -2.679  0.507
H 0.765 4.960 0.325  0.049
H 0.930 6.263 -0.834  0.531
H -0.523 5.254 -0.829  0.355
H 2.771 3.367 -0.503  0.041
H 3.197 3.522 -2.191  0.294
H 3.247 4.937 -1.134  0.438
H -1.155 -0.577 -3.584  -1.047
H 0.023 1.310 -5.649  0.326
H 0.726 -0.180 -5.063  0.220
H -0.734 -0.222 -6.048  0.420
H -2.390 1.944 -4.782  0.385
H -3.017 0.312 -4.971  0.433
H -3.052 1.093 -3.396  0.326
N -0.042 -3.522 -2.287  0.541
C 1.034 -2.739 -2.678  -0.342
C 1.984 -3.293 -3.541  -1.026
C 3.010 -2.504 -3.984  -0.941
C 3.058 -1.175 -3.589  -0.303
C 2.111 -0.721 -2.701  -1.126
N 1.129 -1.509 -2.227  2.069
C -1.346 -3.080 -2.126  -0.068
C -2.380 -3.983 -2.387  -1.239
C -3.675 -3.529 -2.375  -0.898
C -3.911 -2.180 -2.128  -1.450
C -2.842 -1.383 -1.792  -0.949
N -1.583 -1.833 -1.752  1.491
H 0.047 -4.490 -2.572  0.439
H 1.879 -4.319 -3.862  0.504
H 3.756 -2.901 -4.656  0.495
H 3.824 -0.497 -3.927  0.473
H 2.131 0.288 -2.312  0.006
H -2.143 -5.000 -2.667  0.554
H -4.488 -4.208 -2.587  0.482
H -4.899 -1.757 -2.138  0.629
H -2.969 -0.349 -1.515  1.103
O -0.043 -2.668 0.268  0.094
N -0.285 -3.121 1.475  0.415
C 0.073 -2.433 2.570  -0.295
C -0.186 -2.959 3.824  -1.324
C -0.825 -4.173 3.952  -0.488
C -1.160 -4.870 2.811  -0.910
C -0.876 -4.329 1.573  -0.150
H 0.536 -1.482 2.367  0.496
H 0.092 -2.374 4.686  0.519
H -1.052 -4.577 4.929  0.413
H -1.652 -5.830 2.835  0.453
H -1.103 -4.796 0.623  0.416